DFT (ωB97M-V/def2-TZVPD) results for a molecular structure, C21H41HgO13S5 at a distorted geometry.

Element x y z (Å)
Hg (-0.629, 3.245, 1.886)
O (-0.288, -0.224, -0.497)
C (-0.424, 0.901, 0.192)
O (-1.174, 0.984, 1.170)
O (0.218, 1.916, -0.080)
H (0.421, 0.053, -1.081)
C (3.516, 4.974, -1.740)
C (4.131, 3.885, -0.928)
C (4.062, 4.140, 0.601)
S (2.424, 5.087, 0.905)
O (2.733, 6.381, 1.543)
O (1.451, 4.194, 1.496)
C (2.187, 5.223, -0.965)
H (3.392, 4.688, -2.785)
H (4.168, 5.848, -1.755)
H (5.181, 3.834, -1.214)
H (3.585, 2.968, -1.149)
H (4.737, 4.884, 1.023)
H (4.070, 3.324, 1.324)
H (1.568, 6.036, -1.345)
H (1.649, 4.299, -1.180)
C (-0.724, -3.631, 2.007)
C (-1.641, -2.407, 1.712)
C (-3.009, -2.961, 1.292)
S (-2.886, -4.753, 1.041)
O (-3.390, -5.096, -0.305)
O (-3.413, -5.380, 2.209)
C (-1.040, -4.866, 1.135)
H (-0.682, -3.963, 3.044)
H (0.306, -3.292, 1.896)
H (-1.313, -1.918, 0.795)
H (-1.719, -1.694, 2.533)
H (-3.176, -2.655, 0.259)
H (-3.877, -2.606, 1.846)
H (-0.752, -4.704, 0.096)
H (-0.646, -5.852, 1.381)
C (0.309, -3.392, -2.991)
C (1.696, -3.381, -2.477)
C (2.553, -2.374, -3.161)
S (1.419, -1.053, -3.636)
O (1.697, -0.679, -5.042)
O (1.576, -0.075, -2.566)
C (-0.204, -2.010, -3.416)
H (-0.383, -3.899, -2.318)
H (0.169, -4.108, -3.801)
H (2.098, -4.393, -2.530)
H (1.655, -3.033, -1.445)
H (2.928, -2.773, -4.104)
H (3.375, -2.000, -2.551)
H (-0.833, -2.064, -4.305)
H (-0.753, -1.528, -2.607)
C (-3.922, 2.658, -2.384)
C (-5.306, 2.056, -2.537)
C (-5.105, 0.528, -2.813)
S (-3.833, -0.014, -1.559)
O (-2.945, -1.076, -2.063)
O (-4.569, -0.155, -0.286)
C (-3.041, 1.725, -1.532)
H (-3.914, 3.703, -2.071)
H (-3.509, 2.741, -3.390)
H (-5.809, 2.585, -3.346)
H (-5.841, 2.318, -1.625)
H (-4.662, 0.344, -3.792)
H (-5.994, -0.101, -2.755)
H (-2.029, 1.530, -1.887)
H (-3.097, 2.052, -0.494)
C (2.029, -0.806, 5.401)
C (1.861, -1.614, 4.075)
C (1.077, -0.797, 3.088)
S (1.848, 0.963, 3.306)
O (0.758, 1.963, 3.153)
O (3.089, 1.025, 2.575)
C (2.284, 0.659, 5.120)
H (2.835, -1.237, 5.996)
H (1.223, -1.099, 6.073)
H (1.218, -2.484, 4.205)
H (2.796, -2.008, 3.675)
H (0.027, -0.654, 3.341)
H (1.135, -1.152, 2.059)
H (1.741, 1.388, 5.722)
H (3.334, 0.859, 5.334)

Computed properties:
M in g mol⁻¹: 862.471
E_tot in hartree: -3946.82333
Charge: +1
Gap between HOMO and LUMO in Ha: 0.18845
HOMO level in eV: -11.765
Energy relative to the best compared isomer or geometry (same formula, charge and spin) in kcal/mol: 97.2